1.
The following is a quantum chemistry calculation of a structure of composition C16H23HfIN2, from the Open Molecules 2025 dataset.

```
43
C16H23HfIN2 (wB97M-V/def2-TZVPD)
C 1.287 0.856 2.901
C 1.188 -0.745 2.910
H 2.331 1.190 2.895
H 0.968 0.767 3.951
H 0.644 1.650 2.430
H 1.351 -1.622 2.211
H 2.028 -0.718 3.614
H 0.257 -0.925 3.456
C 1.099 2.736 -1.125
C 1.201 3.524 -2.264
C 1.117 2.915 -3.521
C 0.927 1.545 -3.586
H 1.161 3.143 -0.116
H 1.347 4.591 -2.163
H 1.210 3.527 -4.406
H 0.844 1.047 -4.575
N 0.945 1.396 -1.232
C 0.850 0.752 -2.457
C 0.718 -0.741 -2.440
N 0.747 -1.381 -1.236
C 0.621 -2.729 -1.098
C 0.486 -2.941 -3.468
C 0.508 -3.502 -2.220
H 0.627 -3.115 -0.064
H 0.430 -4.604 -2.098
C 0.580 -1.533 -3.581
H 0.544 -1.059 -4.545
H 0.401 -3.550 -4.353
Hf 0.978 0.012 0.470
I 3.718 -0.155 0.549
C -1.941 0.345 3.249
C -2.047 -0.405 1.940
C -3.543 -0.445 1.501
C -1.226 0.203 0.792
H -2.194 1.415 3.134
H -0.939 0.288 3.676
H -2.632 -0.073 4.011
H -1.750 -1.437 2.114
H -3.911 0.584 1.334
H -3.641 -1.007 0.557
H -4.177 -0.931 2.267
H -1.438 1.298 0.762
H -1.675 -0.167 -0.173
```

* F_max: 2.413 eV/Å
* HOMO-LUMO gap: 7.1 eV
* highest occupied orbital energy: -15.084 eV
* charge: +2
* E: -1078.131320 Ha



2.
The following is a quantum chemistry calculation of the molecule C16H23N3O6, from the Open Molecules 2025 dataset.

```
48
C16H23N3O6 (wB97M-V/def2-TZVPD)
O -0.495 1.005 -1.208
N -1.290 0.246 -1.620
O -1.282 -0.364 -2.628
C -2.636 0.326 -0.909
C -3.204 -0.951 -0.435
C -4.506 -0.779 0.436
C -5.172 0.403 0.573
C -4.540 1.686 -0.309
C -3.363 1.633 -0.932
H -2.823 2.429 -1.302
O -5.403 2.933 0.023
C -6.555 2.341 0.631
O -6.248 0.683 0.869
H -7.352 2.485 0.188
H -6.541 2.768 1.562
H -4.955 -1.583 0.994
C -2.369 -2.193 -0.277
N -1.050 -1.700 -0.108
C -0.532 -1.247 1.117
C 0.720 -0.669 1.310
N 1.646 -1.654 0.515
C 2.963 -1.213 0.959
C 3.563 0.107 0.199
O 4.866 0.203 0.663
C 5.600 1.341 -0.450
C 5.285 2.616 0.211
O 6.066 3.379 -0.335
H 6.045 3.672 -1.326
H 5.222 2.649 1.416
H 4.192 2.756 0.014
H 6.674 1.135 -0.036
H 5.416 1.033 -1.421
H 3.496 -0.030 -0.930
H 2.949 0.714 0.478
H 3.230 -1.294 1.882
H 3.732 -1.931 0.461
C 1.351 -1.898 -0.945
C -0.063 -2.525 -0.544
H -0.380 -2.650 -1.834
H -0.148 -3.390 -0.201
H 2.132 -2.665 -1.055
H 1.153 -0.908 -1.132
H 0.951 -0.550 2.250
H 0.647 0.089 0.658
H -1.472 -0.599 1.532
H -0.467 -2.338 1.777
H -2.651 -2.848 0.488
H -2.401 -2.652 -1.269
```

* F_max: 15.061 eV/Å
* HOMO-LUMO gap: 7.8 eV
* highest occupied orbital energy: -7.452 eV
* SMILES string: O=[N+]([O-])c1cc2c(cc1CN1CCN(CCOCCO)CC1)OCO2
* energy relative to the best compared isomer or geometry (same formula, charge and spin): 23.241 eV
* E: -1238.411017 Ha



3.
The following is a quantum chemistry calculation of a structure of composition C16H23N4O2S, from the Open Molecules 2025 dataset.

```
46
C16H23N4O2S (wB97M-V/def2-TZVPD)
C 4.311 -1.789 -2.504
H 3.992 -1.907 -3.469
H 5.099 -2.208 -2.250
H 4.587 -0.627 -2.490
C 3.396 -1.959 -1.609
N 2.023 -1.681 -2.034
C 1.926 -0.362 -1.865
C 0.503 0.368 -2.677
N -0.659 -0.345 -2.087
C -1.892 0.080 -2.531
H -2.126 -0.224 -3.740
H -2.074 1.167 -2.584
C -2.989 -0.496 -1.952
O -4.032 -1.268 -2.637
N -3.378 -0.349 -0.685
C -2.637 0.004 0.382
N -1.277 0.423 0.411
C -0.912 0.940 1.489
C 0.196 1.567 1.757
C 0.562 1.908 2.962
C -0.360 2.223 3.867
C -1.746 1.523 3.645
C -2.063 1.100 2.456
S -3.514 0.349 1.898
H -2.613 2.009 4.279
O -0.011 2.769 5.149
C -0.707 2.927 6.209
H -1.443 1.979 6.474
H -1.652 3.432 5.853
H -0.285 3.327 7.022
H 1.487 2.428 3.134
H 1.130 1.487 0.894
H -4.358 -0.828 -0.318
C -0.350 -1.846 -2.078
C 0.885 -2.284 -1.391
H 0.726 -3.384 -1.471
H 0.740 -1.852 -0.364
H -1.367 -2.603 -1.510
H -0.464 -2.176 -3.157
H -0.836 -0.241 -1.020
H 0.432 1.250 -2.340
H 0.521 -0.278 -3.685
H 2.703 0.237 -2.434
H 1.908 0.093 -0.828
H 3.124 -3.199 -1.721
H 3.496 -1.687 -0.450
```

* F_max: 15.130 eV/Å
* HOMO-LUMO gap: 6.6 eV
* highest occupied orbital energy: -10.767 eV
* charge: +1
* energy relative to the best compared isomer or geometry (same formula, charge and spin): 14.612 eV
* E: -1390.413120 Ha



4.
The following is a quantum chemistry calculation of the molecule C16H23N5O2, from the Open Molecules 2025 dataset.

```
46
C16H23N5O2 (wB97M-V/def2-TZVPD)
C 1.140 3.830 -5.292
C 1.004 3.066 -3.983
H 0.385 2.179 -4.131
H 0.524 3.697 -3.232
C 2.373 2.621 -3.462
N 2.229 1.869 -2.253
N 2.509 2.333 -1.068
N 2.224 1.411 -0.213
C 1.755 0.371 -0.933
N 1.749 0.641 -2.230
N 1.354 -0.787 -0.328
C 0.823 -1.884 -0.944
O 0.694 -2.019 -2.133
C 0.425 -2.965 0.070
O 0.128 -2.457 1.344
C -0.936 -1.589 1.477
C -1.821 -1.320 0.444
C -2.882 -0.438 0.613
C -3.043 0.176 1.844
C -2.153 -0.084 2.871
C -1.086 -0.955 2.719
C -0.136 -1.181 3.871
C -0.207 -2.627 4.367
H 0.444 -2.760 5.228
H 0.106 -3.311 3.583
H -1.225 -2.876 4.659
C 1.303 -0.800 3.511
H 1.915 -0.775 4.410
H 1.734 -1.532 2.833
H 1.335 0.185 3.048
H -0.459 -0.526 4.688
H -2.286 0.414 3.821
H -3.858 0.867 2.000
C -3.829 -0.182 -0.519
H -4.583 -0.969 -0.559
H -4.339 0.769 -0.391
H -3.301 -0.177 -1.470
H -1.698 -1.786 -0.521
H -0.396 -3.561 -0.347
H 1.285 -3.627 0.215
H 1.415 -0.774 0.684
H 2.865 1.986 -4.202
H 3.002 3.482 -3.229
H 1.596 3.204 -6.055
H 0.162 4.145 -5.646
H 1.758 4.715 -5.157
```

* F_max: 1.231 eV/Å
* HOMO-LUMO gap: 9.4 eV
* highest occupied orbital energy: -8.582 eV
* SMILES string: CCCn1nnc(NC(=O)COc2cc(C)ccc2C(C)C)n1
* energy relative to the best compared isomer or geometry (same formula, charge and spin): 0.604 eV
* E: -1047.741380 Ha



5.
The following is a quantum chemistry calculation of the molecule C16H23NO5S, from the Open Molecules 2025 dataset.

```
46
C16H23NO5S (wB97M-V/def2-TZVPD)
C 3.737 3.646 -0.160
C 2.878 2.685 -0.969
H 1.825 2.790 -0.689
H 2.998 2.855 -2.041
O 3.278 1.328 -0.762
C 2.786 0.701 0.310
O 2.024 1.210 1.091
C 3.336 -0.714 0.407
C 2.706 -1.480 1.572
C 1.234 -1.774 1.291
N 1.098 -2.469 0.031
S -0.393 -3.179 -0.217
O -0.333 -3.851 -1.482
O -0.700 -3.940 0.958
C -1.519 -1.797 -0.335
C -2.086 -1.283 0.813
C -2.886 -0.155 0.750
C -3.110 0.469 -0.477
C -2.529 -0.067 -1.633
C -1.736 -1.192 -1.561
H -1.294 -1.627 -2.443
H -2.719 0.426 -2.573
O -3.846 1.588 -0.669
C -4.567 2.163 0.406
C -5.840 1.392 0.737
H -6.381 1.902 1.529
H -5.611 0.379 1.060
H -6.474 1.335 -0.144
H -3.926 2.264 1.291
H -4.822 3.165 0.051
H -3.319 0.227 1.661
H -1.911 -1.787 1.751
C 1.611 -1.728 -1.095
C 3.104 -1.481 -0.901
H 3.501 -0.918 -1.745
H 3.616 -2.442 -0.842
H 1.427 -2.336 -1.982
H 1.086 -0.763 -1.206
H 0.818 -2.430 2.056
H 0.671 -0.829 1.283
H 2.780 -0.894 2.488
H 3.241 -2.421 1.706
H 4.415 -0.610 0.572
H 4.788 3.508 -0.406
H 3.451 4.669 -0.386
H 3.596 3.466 0.903
```

* F_max: 1.041 eV/Å
* HOMO-LUMO gap: 9.6 eV
* highest occupied orbital energy: -8.910 eV
* SMILES string: CCOC(=O)C1CCN(S(=O)(=O)c2ccc(OCC)cc2)CC1
* energy relative to the best compared isomer or geometry (same formula, charge and spin): 0.039 eV
* E: -1452.635847 Ha



6.
The following is a quantum chemistry calculation of a cluster of 2 separate species, C16H24B2F9N2O5 in total, from the Open Molecules 2025 dataset.

```
58
C16H24B2F9N2O5 (wB97M-V/def2-TZVPD)
C -1.675 -0.908 4.557
C -1.664 0.491 4.822
C -1.854 1.551 3.692
N -2.217 0.947 2.403
C -3.538 0.591 2.221
B -4.818 0.712 3.165
O -5.023 1.772 4.057
O -5.839 -0.237 3.113
C -3.598 0.062 0.900
N -2.311 0.178 0.431
B -2.021 -0.262 -0.994
O -1.887 0.663 -2.023
C -1.824 -1.824 -1.284
C -0.486 -2.332 -0.611
C -1.439 0.698 1.314
C 0.066 1.016 1.190
F 0.724 0.236 0.317
F 0.607 0.759 2.424
C 0.219 2.539 0.803
F -0.203 2.634 -0.489
F -0.646 3.300 1.532
C 1.661 3.114 0.967
F 2.082 3.099 2.261
F 2.581 2.414 0.252
C 1.804 4.622 0.505
F 3.102 4.966 0.674
F 1.112 5.450 1.314
F 1.511 4.804 -0.783
H -0.734 -1.387 4.195
H -2.586 -1.535 4.676
H -1.479 0.806 5.871
H -2.572 2.334 4.010
H -0.874 2.088 3.603
H -4.716 2.600 3.645
H -6.630 0.290 2.891
H -4.421 -0.360 0.311
H -2.608 0.577 -2.668
H -1.852 -2.043 -2.376
H -2.668 -2.346 -0.759
H -0.515 -3.444 -0.607
H 0.431 -2.038 -1.163
H -0.421 -1.971 0.439
C 3.081 -0.306 -4.112
O 4.325 -0.982 -4.150
C 4.647 -1.609 -2.915
C 4.377 -3.103 -2.960
O 2.984 -3.376 -3.072
C 2.602 -3.721 -4.395
H 2.802 -0.052 -5.134
H 2.293 -0.929 -3.679
H 3.177 0.620 -3.533
H 4.106 -1.139 -2.087
H 5.717 -1.452 -2.747
H 4.716 -3.549 -2.021
H 4.932 -3.575 -3.776
H 2.939 -4.735 -4.629
H 3.009 -3.022 -5.130
H 1.514 -3.692 -4.453
```

* F_max: 4.081 eV/Å
* HOMO-LUMO gap: 6.7 eV
* highest occupied orbital energy: -10.808 eV
* charge: +1
* E: -2058.008704 Ha



7.
The following is a quantum chemistry calculation of a cluster of 2 separate species, C16H24BCl2IN5O4S in total, from the Open Molecules 2025 dataset.

```
54
C16H24BCl2IN5O4S (wB97M-V/def2-TZVPD)
C 2.634 2.386 -1.764
C 1.506 1.756 -0.779
N 0.205 1.990 -1.418
C -0.908 1.132 -0.936
B -0.784 -0.334 -1.639
O -1.510 -1.520 -1.286
O 0.195 -0.486 -2.702
C -0.426 -0.962 -3.924
C -0.914 1.130 0.653
I 0.100 -0.583 1.573
N -2.316 1.115 1.249
C -2.992 2.320 0.863
N -3.918 2.936 1.609
S -4.400 2.339 3.165
N -2.728 2.911 -0.441
C -2.265 1.882 -1.438
C -3.410 0.907 -1.903
Cl -4.366 -0.187 -0.772
C -3.774 0.770 -3.268
C -3.128 1.589 -4.459
Cl -5.084 -0.419 -3.755
H 3.552 2.719 -1.193
H 2.870 1.548 -2.508
H 2.163 3.217 -2.391
H 1.646 2.294 0.226
H 1.810 0.675 -0.626
H 0.242 2.073 -2.436
H -2.222 -1.601 -1.957
H -0.336 -2.105 -3.956
H 0.229 -0.580 -4.784
H -1.518 -0.684 -4.042
H -0.419 2.052 1.120
H -2.144 1.054 2.262
H -4.394 3.785 1.262
H -4.217 0.954 3.168
H -2.009 3.636 -0.306
H -1.931 2.516 -2.332
H -3.847 1.535 -5.337
H -3.114 2.687 -4.129
H -2.063 1.310 -4.713
C 2.240 -3.095 2.915
C 3.408 -3.379 2.214
C 4.594 -3.606 2.902
C 4.597 -3.550 4.293
C 3.435 -3.259 5.000
C 2.253 -3.031 4.305
N 5.840 -3.813 5.023
O 6.843 -4.045 4.370
O 5.798 -3.788 6.241
H 1.314 -2.924 2.375
H 3.392 -3.426 1.131
H 5.498 -3.826 2.346
H 3.432 -3.210 6.083
H 1.341 -2.807 4.846
```

* F_max: 3.504 eV/Å
* HOMO-LUMO gap: 8.1 eV
* highest occupied orbital energy: -11.859 eV
* charge: +1
* E: -2839.544918 Ha



8.
The following is a quantum chemistry calculation of the molecule C16H24BrNO2, from the Open Molecules 2025 dataset.

```
44
C16H24BrNO2 (wB97M-V/def2-TZVPD)
C -4.848 -4.034 0.626
H -5.805 -3.929 -0.060
H -5.238 -4.637 1.508
H -4.247 -4.775 0.023
C -4.219 -2.677 0.634
C -2.861 -2.867 1.714
C -2.072 -1.478 2.016
N -1.626 -1.219 0.515
C -0.571 -0.179 0.594
C -1.093 1.201 1.312
O 0.224 1.950 1.627
C 0.804 2.602 0.373
C 1.860 2.052 0.014
O 2.643 2.664 -0.836
C 3.801 2.361 -1.477
C 4.647 1.430 -0.820
C 5.719 1.201 -1.431
C 6.343 1.984 -2.414
C 5.562 2.799 -2.931
C 4.411 3.218 -2.263
Br 3.289 4.641 -3.073
H 6.120 3.658 -3.589
H 7.397 1.643 -2.827
H 6.534 0.311 -0.956
H 4.305 0.466 -0.321
H 2.602 1.897 1.058
H 1.724 1.064 -0.215
H 0.966 3.537 0.765
H 0.082 2.760 -0.326
H -1.538 1.053 2.359
H -1.701 1.591 0.636
H 0.207 -0.564 1.154
H -0.254 -0.032 -0.292
C -2.838 -0.742 -0.262
C -3.587 -2.039 -0.524
H -2.819 -2.979 -0.944
H -4.454 -1.945 -1.302
H -2.335 -0.340 -0.898
H -3.387 -0.113 0.278
H -1.017 -1.864 2.606
H -2.817 -0.896 2.606
H -2.005 -3.601 1.414
H -3.123 -3.281 2.652
H -4.785 -1.890 1.279
```

* F_max: 17.123 eV/Å
* HOMO-LUMO gap: 9.3 eV
* highest occupied orbital energy: -8.667 eV
* SMILES string: CC1CCN(CCOCCOc2ccccc2Br)CC1
* energy relative to the best compared isomer or geometry (same formula, charge and spin): 13.011 eV
* E: -3402.817838 Ha



9.
The following is a quantum chemistry calculation of a structure of composition C16H24Cl6N3O8PZr, from the Open Molecules 2025 dataset.

```
59
C16H24Cl6N3O8PZr (wB97M-V/def2-TZVPD)
Zr -0.955 -0.180 -0.326
O -2.555 0.519 -1.825
C -3.346 -0.410 -2.677
C -2.585 -1.155 -3.846
N -1.230 -1.683 -3.578
C -0.084 -0.849 -3.890
C -0.231 0.439 -3.155
O -0.772 1.373 -3.711
O 0.118 0.443 -1.856
C -1.049 -2.904 -2.842
C -0.917 -2.461 -1.400
O 0.174 -2.155 -0.901
O -1.965 -1.987 -0.779
H -2.108 1.051 -2.503
H -3.801 -1.131 -1.977
H -4.137 0.189 -3.068
H -3.257 -1.964 -4.113
H -2.506 -0.474 -4.708
H 0.846 -1.337 -3.540
H -0.045 -0.643 -4.947
H -1.843 -3.590 -3.035
H -0.128 -3.386 -3.185
C 4.956 2.907 -0.480
C 3.538 2.380 -0.746
O 3.052 1.772 0.520
P 2.259 0.375 0.426
O 0.613 1.023 0.713
C 0.444 1.784 1.948
C -0.754 2.688 1.932
O 2.469 -0.221 1.870
C 3.566 -1.224 1.999
C 4.923 -0.606 1.848
H 5.247 3.453 -1.376
H 5.715 2.120 -0.311
H 4.996 3.587 0.355
H 3.605 1.609 -1.516
H 2.804 3.152 -1.025
H 1.321 2.399 2.219
H 0.353 1.085 2.732
H -0.667 3.509 1.218
H -0.869 3.135 2.915
H -1.693 2.155 1.670
H 3.378 -1.994 1.251
H 3.515 -1.704 2.989
H 5.325 -0.554 0.825
H 5.601 -1.252 2.439
H 4.941 0.361 2.343
Cl -2.640 -1.443 4.467
C -1.098 -2.210 4.043
Cl 0.280 -1.475 4.806
Cl -1.261 -3.945 4.212
C -0.938 -1.821 2.663
N -0.930 -1.306 1.664
Cl -5.884 -1.152 2.829
C -5.308 0.479 2.431
Cl -6.586 1.245 1.572
Cl -4.746 1.333 3.861
C -4.055 0.376 1.598
N -3.096 0.276 0.960
```

* F_max: 2.327 eV/Å
* HOMO-LUMO gap: 7.7 eV
* highest occupied orbital energy: -14.571 eV
* charge: +2
* energy relative to the best compared isomer or geometry (same formula, charge and spin): 1.377 eV
* E: -4539.412844 Ha



10.
The following is a quantum chemistry calculation of a structure of composition C16H24F5NNiO2Si, from the Open Molecules 2025 dataset.

```
50
C16H24F5NNiO2Si (wB97M-V/def2-TZVPD)
C -0.401 4.496 0.902
O -1.316 4.449 -0.174
C -0.903 3.768 -1.328
C -1.888 2.627 -1.612
C -1.458 1.280 -1.019
Si -2.756 -0.063 -0.793
C -2.017 -1.643 -0.123
C -1.039 -2.277 -1.131
C 0.089 -3.110 -0.502
N 1.404 -2.837 -1.119
C 2.546 -3.359 -0.354
C 3.480 -2.302 0.161
C 4.776 -2.249 -0.248
C 5.665 -1.303 0.267
C 5.251 -0.356 1.247
C 3.984 -0.368 1.678
C 3.080 -1.330 1.151
O 1.845 -1.396 1.574
C -4.089 0.555 0.489
F -5.127 -0.313 0.478
F -4.656 1.811 0.135
C -3.640 0.721 1.954
F -3.371 -0.479 2.469
F -4.554 1.324 2.677
F -2.506 1.457 1.981
H 0.095 3.533 1.051
H 0.355 5.266 0.751
H -0.959 4.738 1.801
H 0.092 3.335 -1.197
H -0.848 4.450 -2.176
H -2.036 2.563 -2.693
H -2.809 3.037 -1.115
H -1.054 1.474 -0.024
H -0.641 0.911 -1.637
H -3.522 -0.311 -2.033
H -1.553 -1.456 0.845
H -2.865 -2.307 0.049
H -1.605 -2.927 -1.793
H -0.571 -1.517 -1.759
H -0.166 -4.163 -0.647
H 0.159 -2.952 0.570
H 1.420 -3.359 -1.984
H 2.226 -3.979 0.490
H 3.147 -4.006 -0.989
H 5.134 -2.953 -0.985
H 6.691 -1.284 -0.072
H 5.949 0.361 1.649
H 3.634 0.325 2.431
H 1.683 -0.791 2.315
Ni -4.353 2.909 -1.606
```

* F_max: 0.879 eV/Å
* HOMO-LUMO gap (alpha / beta): 8.1 / 5.5 eV
* highest occupied orbital energy (alpha / beta): -14.795 / -14.771 eV
* charge: +2
* E: -3125.743337 Ha
* 2S+1: 3